1.
Here is a structure of composition C28H20F2I2N4O2Rh in a non-equilibrium geometry from OMol25. Energies are from the ωB97M-V functional and the def2-TZVPD basis.

XYZ file:
```
59
Properties=species:S:1:pos:R:3:forces:R:3:mulliken_spin:R:1
Rh 0.168620 -0.025292 -0.591054 -0.57 0.15 -0.06 2.460
C 0.975620 4.206708 -2.411854 -0.08 -0.10 -0.09 0.004
C 0.371120 3.185708 -1.484554 0.08 0.65 0.01 0.006
O 0.655020 1.994708 -1.576754 0.50 -0.01 -0.06 0.045
N -0.447380 3.677408 -0.541154 -0.16 0.15 0.12 -0.002
C -1.076580 2.848808 0.475346 0.16 -0.57 -0.05 0.020
C -2.209180 2.045708 -0.117754 -0.17 0.05 0.05 0.002
C -3.537580 2.325708 0.166146 0.05 -0.02 -0.06 -0.001
C -4.534580 1.625108 -0.496854 0.27 -0.03 -0.11 0.007
C -4.160180 0.723608 -1.481454 -0.06 0.09 0.05 -0.002
C -2.812880 0.497108 -1.699454 -0.16 0.16 -0.01 -0.011
N -1.854980 1.093908 -0.992754 -0.37 0.15 0.02 0.072
H 2.053720 4.068308 -2.444554 0.04 -0.04 0.03 0.001
H 0.754520 5.222508 -2.098054 0.00 0.08 -0.05 0.001
H 0.599720 4.048708 -3.421354 -0.04 -0.02 -0.02 0.000
H -0.690880 4.654808 -0.567454 0.12 -0.08 -0.08 0.001
H -1.421980 3.489008 1.285746 0.06 -0.07 -0.03 0.001
H -0.317980 2.145008 0.850046 -0.26 0.30 0.13 0.002
H -3.782880 3.092008 0.886246 -0.01 0.02 0.09 0.000
H -5.575080 1.805608 -0.274854 -0.09 0.02 0.00 0.000
H -4.897680 0.206108 -2.071654 -0.08 -0.10 -0.07 0.000
H -2.481080 -0.184592 -2.470854 -0.06 -0.04 0.06 0.008
I 1.301820 -5.108992 -0.980754 0.51 0.25 0.01 0.040
C 2.698320 -3.556892 -0.858354 -0.58 -0.95 -0.09 0.209
C 4.057020 -3.775892 -0.746954 0.06 -0.15 -0.05 -0.100
C 4.935220 -2.711592 -0.638554 0.83 -0.51 0.02 0.269
I 6.995020 -3.146092 -0.528354 -0.66 0.13 -0.03 0.042
C 4.469520 -1.372292 -0.592754 -0.59 0.58 -0.07 -0.031
C 5.276020 -0.227392 -0.486654 -0.24 0.10 -0.01 0.063
C 4.678420 1.011708 -0.428154 0.20 -0.24 0.00 -0.022
C 3.288220 1.109608 -0.460354 -0.01 -0.11 -0.02 0.027
N 2.502520 0.055108 -0.593654 0.30 -0.10 0.14 0.057
C 3.072120 -1.159492 -0.674054 0.65 0.68 0.17 0.050
C 2.154120 -2.249492 -0.869654 -0.95 0.10 -0.09 0.119
O 0.927020 -2.019592 -1.032654 1.23 -0.52 -0.16 0.380
H 4.440020 -4.785292 -0.760554 -0.01 -0.05 0.03 0.002
H 6.349020 -0.331892 -0.459454 0.11 0.03 0.03 0.009
H 5.276920 1.905608 -0.364054 0.05 0.10 0.07 0.001
H 2.802020 2.071508 -0.392254 -0.07 0.02 -0.01 0.000
F 1.342620 0.836608 4.720546 0.02 -0.01 0.15 0.003
C 0.521720 0.247608 3.840546 -0.17 -0.08 -0.41 0.017
C 0.768020 0.403008 2.483446 -0.09 -0.08 0.34 -0.125
C -0.074980 -0.190392 1.556846 0.11 -0.04 -0.29 0.329
C -1.173880 -0.958992 1.995546 0.21 0.26 0.46 -0.091
C -1.374180 -1.089592 3.374146 0.29 0.28 -0.33 0.064
F -2.392580 -1.824092 3.855346 -0.08 -0.06 0.08 0.003
C -0.547980 -0.492692 4.305746 0.04 0.01 0.12 -0.010
C -1.981580 -1.643592 0.980946 -0.36 -0.22 -0.01 -0.032
C -3.192680 -2.304892 1.205246 -0.06 -0.09 -0.04 0.000
C -3.788180 -3.000792 0.168246 0.16 0.15 0.00 0.000
C -3.162880 -3.053292 -1.068054 0.12 0.06 -0.07 0.009
C -1.988780 -2.337292 -1.228354 -0.37 -0.49 -0.01 0.023
N -1.453180 -1.633992 -0.247254 0.20 0.16 0.24 0.071
H 1.632020 0.984008 2.186346 0.07 0.07 -0.03 0.005
H -0.733680 -0.617792 5.360046 0.00 -0.01 0.10 -0.002
H -3.657680 -2.294592 2.175046 0.01 0.05 0.06 -0.001
H -4.727280 -3.506792 0.329446 -0.08 -0.09 0.03 0.000
H -3.571080 -3.627492 -1.883554 -0.04 -0.05 -0.10 0.000
H -1.444580 -2.350292 -2.164154 0.01 0.06 -0.08 0.007
```
Positions in Å, forces in eV/Å.

Computed properties:
<S²>: 6.05
Charge: +1
Electronic energy, eV: -64053.642
Strongest force on any atom, eV/Å: 1.34
Spin multiplicity: 5

---

2.
Here is a structure of composition C28H20LuP2S7 from OMol25. Energies are from the ωB97M-V functional and the def2-TZVPD basis.

XYZ file:
```
58
Properties=species:S:1:pos:R:3:forces:R:3:lowdin_charge:R:1
Lu -0.854976 1.530630 -2.189392 -0.23 -0.05 -0.05 0.743
S -1.615702 2.630974 0.098737 0.00 0.01 0.09 0.217
P -0.252300 1.246827 0.727673 0.02 -0.11 0.47 0.356
C 0.216801 0.199574 -0.474159 -0.03 0.17 -0.40 -0.659
P -0.395130 -1.219199 -1.100509 0.03 -0.16 0.05 0.374
S -1.632214 -0.944200 -2.711709 0.15 0.12 0.01 0.224
C 0.997787 -2.267315 -1.633596 0.05 -0.02 -0.04 -0.341
C 1.237592 -2.538351 -2.973475 -0.05 -0.08 -0.03 -0.097
C 2.369291 -3.249886 -3.357177 -0.02 0.00 0.02 -0.083
C 3.262318 -3.705097 -2.401614 -0.01 0.00 0.01 -0.096
C 3.027252 -3.440765 -1.056382 0.01 -0.02 -0.03 -0.089
C 1.909091 -2.718211 -0.679140 0.05 0.05 0.08 -0.106
C -1.367188 -2.264073 0.035357 -0.11 -0.16 -0.03 -0.333
C -2.500430 -1.694302 0.613099 -0.08 0.11 -0.01 -0.109
C -3.309574 -2.423802 1.464801 0.02 -0.02 0.02 -0.080
C -3.008692 -3.752539 1.741437 0.02 0.01 -0.02 -0.092
C -1.906755 -4.341399 1.142850 -0.01 0.00 0.02 -0.089
C -1.093817 -3.603697 0.289563 0.11 0.01 0.06 -0.079
C 1.169445 2.201262 1.350076 0.08 0.02 -0.07 -0.333
C 2.178892 2.559666 0.461987 0.04 -0.02 0.01 -0.085
C 3.236790 3.349750 0.884646 -0.01 -0.02 -0.05 -0.080
C 3.301576 3.781267 2.201921 -0.01 0.01 0.04 -0.098
C 2.301000 3.422751 3.094254 0.00 -0.01 -0.03 -0.091
C 1.237284 2.638585 2.669117 0.01 0.06 0.03 -0.083
C -0.846468 0.435307 2.250813 -0.05 -0.01 0.02 -0.366
C -2.009519 0.818179 2.902833 -0.05 0.06 -0.03 -0.112
C -2.439136 0.133738 4.034001 0.01 0.01 -0.01 -0.088
C -1.704859 -0.937361 4.518477 0.02 0.00 -0.02 -0.093
C -0.531359 -1.317539 3.876011 -0.02 -0.02 0.02 -0.079
C -0.104764 -0.633337 2.751206 0.01 -0.03 -0.03 -0.089
H 0.536096 -2.187036 -3.719118 0.00 0.02 0.01 0.061
H 2.546836 -3.442464 -4.407602 0.01 0.00 0.00 0.101
H 4.144332 -4.258290 -2.699635 0.00 0.00 0.00 0.097
H 3.723628 -3.788935 -0.303635 0.00 0.01 0.00 0.099
H 1.753275 -2.491340 0.369970 -0.04 0.04 -0.02 0.102
H -2.767997 -0.669572 0.381179 0.06 0.03 -0.01 0.102
H -4.177162 -1.951720 1.908036 0.00 -0.02 0.02 0.105
H -3.638292 -4.327054 2.409543 0.00 0.00 0.00 0.097
H -1.673321 -5.382127 1.331326 -0.01 0.00 0.01 0.098
H -0.243352 -4.087932 -0.171873 0.00 0.03 -0.02 0.096
H 2.139240 2.211967 -0.563079 -0.02 -0.02 -0.02 0.083
H 4.008883 3.626320 0.177816 0.01 0.01 0.02 0.103
H 4.129457 4.396538 2.532024 0.00 0.00 0.00 0.096
H 2.342213 3.754034 4.124481 0.02 0.01 0.00 0.097
H 0.460645 2.375016 3.376239 -0.03 -0.03 -0.03 0.102
H -2.587224 1.646513 2.509314 0.00 -0.01 0.00 0.071
H -3.354171 0.436698 4.527929 0.01 -0.01 0.01 0.100
H -2.045588 -1.479458 5.391924 0.01 0.00 0.00 0.098
H 0.046348 -2.155792 4.245150 -0.01 0.00 0.01 0.102
H 0.801993 -0.939993 2.241508 -0.01 0.03 -0.02 0.105
S -0.875704 6.705678 -7.597070 0.05 -0.14 0.12 0.431
C -0.867617 5.515864 -6.434170 -0.05 0.19 -0.24 -1.544
S -2.291170 4.863113 -5.740563 -0.13 0.03 0.04 0.872
C -1.556085 3.733571 -4.627658 0.06 -0.13 0.11 -1.171
C -0.204304 3.704056 -4.656804 -0.09 -0.12 0.10 -1.168
S 0.890778 2.703909 -3.706748 0.00 0.03 -0.04 0.372
S 0.548626 4.795312 -5.796253 0.13 0.03 0.03 0.870
S -2.662598 2.795690 -3.633935 0.12 0.10 -0.16 0.361
```
Positions in Å, forces in eV/Å.

Computed properties:
Energy above the lowest of the compared OMol25 structures with the same formula, charge and spin, eV: 0.000
Charge: -1
Strongest force on any atom, eV/Å: 0.48
Spin multiplicity: 1

---

3.
Here is a structure of composition C28H21Br2N3O4S5Ta from OMol25. Energies are from the ωB97M-V functional and the def2-TZVPD basis.

XYZ file:
```
64
Properties=species:S:1:pos:R:3:forces:R:3:lowdin_charge:R:1
Ta 0.897777 0.511431 0.137110 0.33 -0.34 0.11 1.461
S -0.460117 2.153106 1.306435 -0.03 0.02 0.02 0.124
S 0.062368 2.509368 3.286990 -0.03 0.07 0.00 -0.025
S 1.493134 1.090151 3.684756 0.02 -0.03 0.04 -0.022
S 2.597050 1.297712 2.002807 0.15 0.12 -0.01 0.109
C -4.294469 1.852744 -2.775585 0.02 0.01 -0.01 -0.095
C -4.001387 1.554582 -1.453421 0.00 0.00 0.00 -0.069
C -2.694155 1.586027 -0.994456 -0.03 0.00 0.02 -0.067
C -1.673121 1.937976 -1.863630 0.00 -0.05 -0.07 -0.262
C -1.959732 2.239154 -3.189610 0.03 0.00 -0.01 -0.036
C -3.266744 2.193895 -3.643857 -0.02 0.00 0.01 -0.089
N -0.286950 1.949261 -1.433368 -0.09 0.16 0.06 -0.092
N 0.350381 2.858835 -1.994842 -0.01 -0.06 0.01 0.100
C 1.710674 2.933972 -1.688968 0.21 0.04 -0.04 -0.292
C 2.411665 3.918810 -2.389636 -0.04 0.00 -0.02 -0.033
C 3.774555 4.028841 -2.214269 0.02 0.01 -0.01 -0.098
C 4.407935 3.145151 -1.343768 -0.02 -0.01 0.03 -0.085
C 3.688110 2.181911 -0.649114 0.03 0.12 0.08 -0.200
C 2.303175 2.049631 -0.781386 -0.27 0.06 0.03 -0.276
H -5.315953 1.806292 -3.131620 0.00 0.00 0.00 0.096
H -4.790806 1.271381 -0.769328 0.00 0.00 0.00 0.105
H -2.474237 1.320255 0.026775 0.01 -0.01 0.00 0.041
H -1.149637 2.483802 -3.861866 0.00 0.00 0.00 0.106
H -3.478324 2.413114 -4.682882 -0.01 0.00 0.00 0.097
H 1.863805 4.566331 -3.063045 0.02 0.00 0.00 0.105
H 4.342251 4.782436 -2.744883 0.00 0.00 0.00 0.094
H 5.480650 3.212045 -1.201345 0.00 -0.01 0.01 0.101
H 4.225569 1.513882 0.012168 0.01 0.01 -0.01 0.058
Br 2.917573 -3.358840 1.227727 -0.12 0.04 0.02 0.860
C 1.484985 -3.026089 2.407604 0.11 -0.18 -0.02 -0.566
C 1.267176 -4.031795 3.376299 -0.02 0.05 -0.01 -0.189
C 0.295896 -3.911656 4.314215 -0.03 0.02 0.01 -0.625
Br 0.064647 -5.313094 5.582349 0.01 0.02 -0.01 0.731
C -0.530474 -2.760977 4.350145 0.05 -0.07 0.03 -0.189
C -1.539836 -2.533229 5.310489 -0.02 -0.01 0.01 -0.047
C -2.268586 -1.381589 5.265950 0.02 0.00 -0.02 -0.052
C -1.992397 -0.454238 4.240634 0.01 -0.02 0.01 -0.138
N -1.073272 -0.640747 3.334816 -0.02 -0.06 -0.01 0.075
C -0.325207 -1.767645 3.369120 -0.02 0.10 -0.11 -0.172
C 0.701969 -1.892556 2.342361 -0.35 0.23 0.51 -0.361
O 0.812614 -0.921401 1.482773 0.38 -0.47 -0.36 -0.385
H 1.901041 -4.906145 3.354187 0.01 0.00 0.00 0.083
H -1.717952 -3.278486 6.073956 0.00 0.00 0.00 0.070
H -3.044114 -1.178495 5.992402 0.00 0.01 0.00 0.098
H -2.547958 0.476745 4.172818 -0.01 -0.01 0.00 0.105
C -3.077720 -2.354304 -1.562354 0.05 0.05 -0.02 -0.114
C -2.813312 -2.229142 -0.209705 -0.01 0.00 -0.02 -0.099
C -1.735522 -1.464928 0.228615 -0.01 0.11 0.28 -0.123
C -0.864736 -0.786254 -0.627710 -0.22 0.13 -0.28 -0.236
C -1.177928 -0.939277 -1.993624 0.15 -0.06 0.08 -0.152
C -2.243218 -1.695483 -2.456440 -0.05 -0.05 0.03 -0.099
H -3.913196 -2.947626 -1.915250 0.00 0.00 0.00 0.089
H -3.444933 -2.723887 0.520443 0.00 0.00 0.00 0.093
H -1.613255 -1.368760 1.296764 0.04 0.02 -0.05 0.062
H -0.576562 -0.446017 -2.743232 0.08 0.01 -0.02 0.081
H -2.424715 -1.764513 -3.523453 0.00 0.00 0.00 0.095
C 3.847908 -0.434927 -2.817787 -0.05 -0.01 -0.07 -0.115
S 2.649336 -1.050334 -1.676928 0.63 -0.21 -0.21 0.407
O 3.120363 -0.704019 -0.330566 -0.49 0.04 0.16 -0.460
O 1.457561 -0.179388 -1.884817 -0.54 0.15 -0.08 -0.471
O 2.417144 -2.432154 -1.974339 0.14 0.14 -0.05 -0.303
H 4.014958 0.617471 -2.594745 0.00 -0.05 -0.05 0.047
H 3.444979 -0.567594 -3.819709 0.02 0.01 -0.01 0.071
H 4.763254 -1.010742 -2.699160 -0.02 -0.02 0.04 0.073
```
Positions in Å, forces in eV/Å.

Computed properties:
Energy above the lowest of the compared OMol25 structures with the same formula, charge and spin, eV: 1.754
Charge: -1
Strongest force on any atom, eV/Å: 0.70
Spin multiplicity: 1